Entry 1:
This record from OMol25 describes a structure of composition C5H8FNaO4 in a non-equilibrium geometry. The level of theory is ωB97M-V/def2-TZVPD.

```
19
C5H8FNaO4 (ωB97M-V/def2-TZVPD)
C -1.69725 -0.76334 2.57327
O -0.94784 0.30653 2.10926
Na 1.26013 0.09211 1.84052
C -0.98931 -1.52499 3.68861
H -2.67557 -0.39701 2.95263
H -1.94230 -1.49442 1.77050
H -1.67398 -2.22420 4.19092
H -0.15986 -2.12287 3.27666
H -0.57424 -0.83596 4.44113
C -0.73004 0.44164 0.10632
O -0.33378 1.78302 0.16822
C -1.45796 2.59517 0.19042
C -2.63494 1.62213 0.11589
O -2.01840 0.40163 -0.28339
O 0.11323 -0.39556 -0.19916
F -1.41794 3.39880 -0.93433
H -1.45003 3.25882 1.06139
H -3.10664 1.48909 1.09654
H -3.36442 1.92146 -0.64304
```

As for the HOMO energy: -8.46 eV. The calculation puts the orbital gap at 7.8 eV. Its energy relative to the best compared isomer or geometry (same formula, charge and spin) is 22.89 kJ/mol. As for the total energy: -758.4669 hartree. As for the largest force on an atom: 1.0 eV/Å.

Here are the Mulliken charges for atoms 1 to 2, given in e: number 1, C, carries -0.04; number 2, O, carries -0.79

=====

Entry 2:
This record from OMol25 describes a structure of composition C5H8FNaO4 in a non-equilibrium geometry. The level of theory is ωB97M-V/def2-TZVPD.

```
19
C5H8FNaO4 (ωB97M-V/def2-TZVPD)
C -0.65552 -1.24893 2.71432
O -0.11858 -1.25294 1.44704
C -2.01855 -0.55321 2.79639
H -0.78986 -2.28471 3.11815
H 0.01584 -0.74590 3.45592
H -2.42870 -0.58926 3.81955
H -1.93008 0.50303 2.49496
H -2.73882 -1.03586 2.11665
C 4.43637 -0.63454 -1.20842
O 3.16337 -0.78867 -1.51747
C 2.40046 -1.27389 -0.28993
C 3.42704 -0.93230 0.78183
O 4.66921 -0.83468 0.06996
O 5.30160 -0.33094 -2.00614
F 2.27707 -2.63638 -0.43378
H 1.42684 -0.76873 -0.40251
H 3.21078 0.03882 1.24101
H 3.52462 -1.71998 1.53429
Na 5.57980 0.51825 -4.41148
```

As for the HOMO energy: -4.74 eV. The calculation puts the orbital gap at 1.9 eV. Its energy relative to the best compared isomer or geometry (same formula, charge and spin) is 333.27 kJ/mol. As for the total energy: -758.3487 hartree. As for the largest force on an atom: 1.5 eV/Å.

Here are the Mulliken charges for atoms 1 to 2, given in e: number 1, C, carries -0.36; number 2, O, carries -0.76

=====

Entry 3:
This record from OMol25 describes a structure of composition C5H8HgMgO4 in a non-equilibrium geometry. The level of theory is ωB97M-V/def2-TZVPD.

```
19
C5H8HgMgO4 (ωB97M-V/def2-TZVPD)
C -2.17797 2.27194 -0.42446
C -2.28599 0.81054 -0.60906
O -1.89077 0.00077 0.26612
Hg -1.92005 -2.40015 -0.08709
H -3.09495 2.73660 -0.82006
H -2.14441 2.48962 0.65520
H -1.27874 2.69034 -0.88978
H 0.76834 -1.52259 -1.65970
O 0.07600 -1.68946 0.28029
C 1.89094 0.08180 1.95968
C 1.18717 -1.72776 -0.53827
O 2.44085 0.48356 2.97152
O 2.74516 -0.45363 1.01640
C 2.27140 -0.68578 -0.30827
Mg -0.19938 -0.13552 1.42464
H 1.66892 -2.71123 -0.37901
H 1.92349 0.26793 -0.74124
H 3.15613 -0.99111 -0.88433
H -3.13613 0.48415 -1.23257
```

As for the charge: +1. As for the HOMO energy (spin up / spin down): -11.69 / -11.62 eV. The calculation puts the orbital gap (spin up / spin down) at 6.2 / 5.0 eV. Its energy relative to the best compared isomer or geometry (same formula, charge and spin) is 0.00 kJ/mol. As for the total energy: -849.4652 hartree. As for the largest force on an atom: 3.5 eV/Å. Its spin multiplicity is 2. The expectation value of S² is 0.76.

Here are the Mulliken charges for atoms 1 to 2, given in e: number 1, C, carries -1.01; number 2, C, carries 0.38

=====

Entry 4:
This record from OMol25 describes an isolated molecule of C5H8IN in a non-equilibrium geometry. The level of theory is ωB97M-V/def2-TZVPD.

```
15
C5H8IN (ωB97M-V/def2-TZVPD)
C -1.01764 -1.28630 0.93085
C 0.12902 -0.49499 0.20210
C -0.06327 1.08052 0.12104
C 0.89165 1.70910 -0.83688
C 1.66199 2.05337 -1.73114
N 2.74907 2.54244 -2.56036
I 3.09056 4.61722 -2.40799
H -0.69210 -2.05210 1.60507
H -1.68597 -1.91806 0.27796
H -1.67534 -0.60465 1.55976
H 1.11833 -0.53618 0.74618
H 0.12920 -1.08827 -0.78934
H -1.10811 1.17426 -0.24447
H 0.00214 1.52765 1.03021
H 2.63137 2.11350 -3.46783
```

As for the HOMO energy: -8.54 eV. The calculation puts the orbital gap at 7.8 eV. Its energy relative to the best compared isomer or geometry (same formula, charge and spin) is 245.73 kJ/mol. As for the total energy: -547.6293 hartree. As for the largest force on an atom: 5.1 eV/Å. The SMILES is CCCC#CNI.

Here are the Mulliken charges for atoms 1 to 2, given in e: number 1, C, carries -1.06; number 2, C, carries -0.27

=====

Entry 5:
This record from OMol25 describes an isolated molecule of C5H8IN3 in a non-equilibrium geometry. The level of theory is ωB97M-V/def2-TZVPD.

```
17
C5H8IN3 (ωB97M-V/def2-TZVPD)
C 1.06231 1.18461 -0.25399
C 1.06826 -0.16744 -0.22808
C -1.57585 0.20952 -0.36023
C -2.20268 2.50286 0.45469
C 0.62507 -2.43267 -0.04446
N -0.10563 1.89950 -0.20487
N -1.36256 1.37429 0.06649
N 1.08764 -1.20106 0.46523
I -3.54224 -0.49935 -0.12236
H 1.82431 1.70392 -0.68845
H -2.79684 2.16879 1.36617
H -1.45737 3.39347 0.77098
H -2.78181 2.68974 -0.37602
H 1.22171 -3.24579 0.41927
H -0.45224 -2.59971 0.15909
H 0.86518 -2.41918 -1.16895
H 0.99251 -1.14445 1.44650
```

As for the HOMO energy: -7.44 eV. The calculation puts the orbital gap at 7.9 eV. Its energy relative to the best compared isomer or geometry (same formula, charge and spin) is 535.91 kJ/mol. As for the total energy: -657.0446 hartree. As for the largest force on an atom: 5.7 eV/Å.

Here are the Mulliken charges for atoms 1 to 2, given in e: number 1, C, carries -0.24; number 2, C, carries 0.03

=====

Entry 6:
This record from OMol25 describes a cluster of 2 separate species, C5H8INS in total in a non-equilibrium geometry. The level of theory is ωB97M-V/def2-TZVPD.

```
16
C5H8INS (ωB97M-V/def2-TZVPD)
C -3.31874 -2.00572 -0.14177
C 2.39615 2.54813 -0.66963
C -2.46239 -1.37307 0.82122
C 0.00704 -2.45910 0.32475
C 1.51142 1.36550 -0.59234
N -4.15841 -2.27574 -0.87454
S -1.27142 -2.79040 1.28103
I 0.44186 1.38905 1.27465
H 1.82105 3.55698 -0.63640
H 2.95662 2.71168 -1.58031
H 3.14220 2.61203 0.18575
H -2.98724 -1.22131 1.76477
H -1.87991 -0.53747 0.41065
H 2.06917 0.43238 -0.48776
H 0.75770 -3.28597 0.46464
H 0.97490 1.33303 -1.54472
```

As for the HOMO energy: -9.05 eV. The calculation puts the orbital gap at 8.7 eV. Its energy relative to the best compared isomer or geometry (same formula, charge and spin) is 231.72 kJ/mol. As for the total energy: -945.8129 hartree. As for the largest force on an atom: 3.9 eV/Å.

Here are the Mulliken charges for atoms 1 to 2, given in e: number 1, C, carries 0.16; number 2, C, carries -1.05

=====

Entry 7:
This record from OMol25 describes a structure of composition C5H8LaO5 in a non-equilibrium geometry. The level of theory is ωB97M-V/def2-TZVPD.

```
19
C5H8LaO5 (ωB97M-V/def2-TZVPD)
O -0.85431 1.49599 -0.47271
C -1.13965 0.31320 -1.27815
C -1.41777 1.37471 0.82806
O -1.47977 0.54941 -2.43268
O -1.88494 -0.52030 -0.48800
C -2.20384 0.07574 0.76037
H -2.06040 2.24399 1.01730
H -0.63393 1.34190 1.59735
H -1.86590 -0.61576 1.54186
H -3.28507 0.26293 0.79213
O 2.66838 0.42928 0.48093
O 0.72208 -0.35135 -1.30634
C 2.59688 -0.91156 0.12386
C 1.18367 -1.27406 -0.33948
H 2.85703 -1.58350 0.96927
H 3.30909 -1.17465 -0.69130
H 0.52184 -1.24424 0.54665
H 1.16061 -2.30333 -0.74335
La 1.80600 1.89159 -0.90577
```

As for the HOMO energy (spin up / spin down): -5.59 / -9.27 eV. The calculation puts the orbital gap (spin up / spin down) at 5.3 / 8.9 eV. Its energy relative to the best compared isomer or geometry (same formula, charge and spin) is 71.69 kJ/mol. As for the total energy: -603.0363 hartree. As for the largest force on an atom: 3.6 eV/Å. Its spin multiplicity is 2. The expectation value of S² is 0.75.

Here are the Mulliken charges for atoms 1 to 2, given in e: number 1, O, carries -0.45; number 2, C, carries 1.02

=====

Entry 8:
This record from OMol25 describes a structure of composition C5H8LiO3 in a non-equilibrium geometry. The level of theory is ωB97M-V/def2-TZVPD.

```
17
C5H8LiO3 (ωB97M-V/def2-TZVPD)
O 0.39122 -0.41054 0.65820
C 0.11816 -0.49996 -0.84480
C -0.38652 0.91238 -1.12416
O -0.93200 1.33739 0.11061
C -0.19644 0.72084 1.18230
O -0.90405 0.64634 2.24768
Li -2.44622 1.30822 1.40183
C 1.35624 -0.90618 -1.61354
C 1.78561 -2.34571 -1.35845
H -0.69151 -1.23660 -0.98416
H -1.17021 0.94472 -1.88967
H 0.44695 1.57789 -1.40152
H 1.15485 -0.76184 -2.68821
H 2.16668 -0.20806 -1.34990
H 2.68528 -2.59449 -1.93716
H 0.99020 -3.04825 -1.64843
H 2.01059 -2.50950 -0.29500
```

As for the HOMO energy (spin up / spin down): -5.43 / -9.33 eV. The calculation puts the orbital gap (spin up / spin down) at 5.0 / 8.7 eV. Its energy relative to the best compared isomer or geometry (same formula, charge and spin) is 3.40 kJ/mol. As for the total energy: -428.5390 hartree. As for the largest force on an atom: 2.4 eV/Å. Its spin multiplicity is 2. The expectation value of S² is 0.75.

Here are the Mulliken charges for atoms 1 to 2, given in e: number 1, O, carries -0.19; number 2, C, carries 0.35